[1]
Here is a 2-piece molecular cluster, C3H8NO overall from the Open Molecules 2025 dataset. Energies are from ωB97M-V/def2-TZVPD.

Geometry as XYZ:
```
13
Properties=species:S:1:pos:R:3:forces:R:3:lowdin_charge:R:1
C 1.725828 -0.967727 2.092304 -0.66 1.38 -0.05 -0.50
O 0.835230 0.056108 1.908471 0.09 -0.21 -0.42 -0.47
H 1.455634 -1.910367 1.554804 0.00 -0.23 0.25 0.02
H 2.750327 -0.717938 1.705845 0.12 -0.20 0.22 0.02
H 1.807601 -1.152858 3.187903 0.45 -0.69 -0.08 0.02
C -1.303684 0.600147 -0.341105 -0.49 -0.56 0.40 -0.17
C -0.317756 0.173796 -2.366155 0.36 0.86 1.27 -0.11
N -1.405603 0.456800 -1.789673 -0.55 0.81 -0.65 -0.11
H -0.328803 0.987013 -0.075156 0.29 -0.53 0.57 0.04
H -1.555518 -0.351526 0.129387 0.72 -0.20 0.09 0.07
H -2.039583 1.240973 0.155033 -0.23 0.39 -0.88 0.06
H -0.145125 0.364637 -3.421257 -0.40 -0.72 -0.26 0.05
H 0.543998 -0.009962 -1.708347 0.30 -0.08 -0.46 0.08
```
Positions in Å, forces in eV/Å.

Calculated values
Kohn-Sham gap (eV): 5.99
E_tot (Ha): -249.01866
Charge: -1
Energy above the lowest of the compared OMol25 structures with the same formula, charge and spin (eV): 1.849

***

[2]
Here is a 2-piece molecular cluster, C3H8NO overall from the Open Molecules 2025 dataset. Energies are from ωB97M-V/def2-TZVPD.

Geometry as XYZ:
```
13
Properties=species:S:1:pos:R:3:forces:R:3:lowdin_charge:R:1
C 1.148200 -1.558433 -2.075853 -0.05 0.18 0.05 -0.53
O 0.574807 -0.394855 -1.706255 0.05 0.11 0.20 -0.44
H 2.236156 -1.658232 -1.800890 -0.03 -0.09 0.10 0.02
H 0.653011 -2.478673 -1.659632 0.10 -0.02 0.06 0.02
H 1.156327 -1.745648 -3.178656 -0.03 -0.04 -0.20 0.02
C -1.669049 1.372908 1.328038 -0.69 0.17 -1.05 -0.19
C 0.389363 0.341121 1.223277 0.29 -0.91 -0.20 -0.10
N -0.772203 0.309716 1.711513 0.07 0.36 0.33 -0.11
H -1.624232 1.614170 0.255628 0.37 -0.12 0.03 0.07
H -1.477135 2.314026 1.848992 -0.11 -0.14 0.33 0.06
H -2.708310 1.046724 1.458622 0.17 0.20 0.43 0.06
H 1.032549 -0.495474 1.504386 0.17 0.22 -0.10 0.06
H 0.797889 1.034038 0.482397 -0.30 0.07 0.02 0.06
```
Positions in Å, forces in eV/Å.

Calculated values
Kohn-Sham gap (eV): 6.21
E_tot (Ha): -249.03111
Charge: -1
Energy above the lowest of the compared OMol25 structures with the same formula, charge and spin (eV): 1.510

***

[3]
Here is C3H8NO as an isolated structure from the Open Molecules 2025 dataset. Energies are from ωB97M-V/def2-TZVPD.

Geometry as XYZ:
```
13
Properties=species:S:1:pos:R:3:forces:R:3:lowdin_charge:R:1
C 0.493779 0.249553 0.870193 2.76 -1.65 0.15 -0.48
C -0.292501 0.790204 -0.291781 -0.60 -1.94 0.05 -0.11
C -1.623972 0.242080 -0.507532 -1.26 1.95 1.59 -0.45
O -2.471672 0.532686 -1.344542 -0.50 0.15 -0.60 -0.08
N 1.906401 0.693296 1.292566 -0.93 1.22 0.17 -0.23
H 1.032569 -0.661157 0.554806 -1.77 -0.49 -0.14 -0.01
H -0.197535 -0.051497 1.675321 0.16 0.59 0.28 0.07
H 0.070995 1.669133 -0.783662 -0.08 0.17 -0.77 0.11
H -0.479102 -0.197250 -1.032732 2.45 0.55 -0.52 0.13
H -1.852463 -0.481101 0.289776 0.03 -0.57 -0.05 0.12
H 0.474195 -2.115364 -0.370499 0.17 -0.05 -0.33 0.04
H 2.183299 1.490980 0.715892 -0.28 0.24 0.05 -0.16
H 0.756007 -2.161567 -1.067805 -0.15 -0.17 0.11 0.05
```
Positions in Å, forces in eV/Å.

Calculated values
Kohn-Sham gap (eV): 5.24
E_tot (Ha): -248.90767
Charge: -1
Energy above the lowest of the compared OMol25 structures with the same formula, charge and spin (eV): 4.869

***

[4]
Here is a 2-piece molecular cluster, C3H8NO overall from the Open Molecules 2025 dataset. Energies are from ωB97M-V/def2-TZVPD.

Geometry as XYZ:
```
13
Properties=species:S:1:pos:R:3:forces:R:3:lowdin_charge:R:1
C -2.540914 0.205253 -0.102990 0.31 0.41 0.48 -0.18
O -1.694109 -0.615128 0.671390 -0.09 -0.06 0.01 -0.15
H -3.556514 -0.171597 -0.038546 -0.08 -0.28 -0.29 0.07
H -2.584050 1.214442 0.322294 0.08 0.14 -0.13 0.07
H -2.190236 0.282765 -1.136892 -0.29 -0.09 -0.06 0.07
C 2.568125 -0.014999 0.821902 -0.02 0.47 0.61 0.07
C 1.790078 0.128256 -0.290108 -1.31 -0.74 -0.67 -0.30
N 0.771747 -0.698455 -0.555515 1.25 0.01 -0.09 0.08
H 2.425454 -0.835949 1.516080 -0.05 0.10 -0.16 0.07
H 3.272170 0.765614 1.053657 0.35 -0.10 0.08 0.06
H 1.943325 0.907513 -1.025530 0.65 0.29 0.07 0.10
H 0.583250 -0.606962 -1.550704 -0.56 0.14 -0.05 0.06
H -0.788327 -0.560747 0.314956 -0.25 -0.28 0.21 -0.01
```
Positions in Å, forces in eV/Å.

Calculated values
Kohn-Sham gap (alpha / beta) (eV): 10.43 / 7.99
2S+1: 2
Expectation value of S²: 0.78
E_tot (Ha): -249.00105
Energy above the lowest of the compared OMol25 structures with the same formula, charge and spin (eV): 0.403

***

[5]
Here is a 2-piece molecular cluster, C3H8NO overall from the Open Molecules 2025 dataset. Energies are from ωB97M-V/def2-TZVPD.

Geometry as XYZ:
```
13
Properties=species:S:1:pos:R:3:forces:R:3:lowdin_charge:R:1
C 1.181957 -1.801113 -1.950839 1.65 2.03 -2.50 0.12
N 0.002732 -1.614160 -1.520664 -1.35 -2.97 0.17 0.14
H 1.844998 -0.854962 -2.156649 -0.67 -1.94 1.76 0.17
H 1.500906 -2.724129 -2.451896 -0.47 0.36 -0.17 0.12
H -0.725375 -2.332692 -1.767756 1.14 0.44 0.71 0.18
H -0.127575 -1.178281 -0.573934 -0.28 1.96 -0.30 0.07
O 0.070262 0.073268 0.337958 -3.09 2.91 5.07 -0.09
C -0.549536 0.636931 1.368225 3.04 -0.50 -3.59 -0.09
C -0.546347 2.166225 1.631926 1.82 -1.51 1.34 -0.03
H -1.030631 0.020964 2.127892 -0.15 -0.39 -0.26 0.12
H -1.175790 2.598502 0.919420 -1.28 0.75 -1.22 0.05
H -0.938477 2.450792 2.686083 1.00 -0.65 -1.83 0.12
H 0.492876 2.558654 1.350233 -1.38 -0.48 0.81 0.12
```
Positions in Å, forces in eV/Å.

Calculated values
Kohn-Sham gap (eV): 9.37
E_tot (Ha): -248.75872
Charge: +1
Energy above the lowest of the compared OMol25 structures with the same formula, charge and spin (eV): 2.100

***

[6]
Here is a 3-piece molecular cluster, C3H8NO overall from the Open Molecules 2025 dataset. Energies are from ωB97M-V/def2-TZVPD.

Geometry as XYZ:
```
13
Properties=species:S:1:pos:R:3:forces:R:3:lowdin_charge:R:1
C -0.104736 0.013051 0.170709 -2.75 -1.95 -0.35 -0.23
C -0.717439 1.211958 0.327091 -1.90 1.56 -2.22 0.19
C -0.498737 -0.646425 1.309458 0.58 -1.60 1.00 0.23
O -1.123295 -1.836746 -0.766436 0.64 0.95 1.64 -0.16
N 1.693623 0.859944 -0.821864 2.14 1.05 2.01 0.13
H 0.679846 -0.426720 -0.540796 0.90 0.37 -1.64 0.14
H 2.242897 1.435470 -1.493835 -1.14 -1.06 -1.58 0.08
H -1.812832 1.358759 0.172708 0.70 -0.76 0.36 0.15
H -1.203384 -1.526321 1.266710 -0.16 0.71 -0.80 0.14
H -0.024478 -0.562045 2.269716 0.48 0.32 0.36 0.13
H 2.495706 0.317918 -0.465404 -0.24 -0.12 0.45 0.06
H -0.213483 2.150341 0.107499 0.69 0.15 1.15 0.12
H -1.413688 -2.349184 -1.535556 0.06 0.39 -0.38 0.02
```
Positions in Å, forces in eV/Å.

Calculated values
Kohn-Sham gap (eV): 5.65
E_tot (Ha): -248.35362
Charge: +1
Energy above the lowest of the compared OMol25 structures with the same formula, charge and spin (eV): 13.123

***

[7]
Here is an isolated ion of composition C3H8NO and charge +1 from the Open Molecules 2025 dataset. Energies are from ωB97M-V/def2-TZVPD.

Geometry as XYZ:
```
13
Properties=species:S:1:pos:R:3:forces:R:3:lowdin_charge:R:1
C 0.164014 -1.469902 -1.283864 0.58 0.51 -0.26 0.04
N 0.305313 -0.991268 0.168994 0.52 -2.25 -0.70 0.00
C -0.723108 -0.095014 0.746566 0.04 0.34 -0.16 -0.08
C -0.449069 1.355752 0.370627 1.03 0.22 0.66 -0.19
O 0.670957 1.655300 0.052420 -0.18 -0.25 -0.52 0.09
H 0.649042 -0.749089 -1.942635 -0.26 0.09 0.11 0.11
H -0.884280 -1.613209 -1.570768 0.32 0.02 0.38 0.11
H 0.746818 -2.400675 -1.346367 -0.43 0.25 -0.01 0.11
H 1.306254 -0.746847 0.311375 -0.88 0.73 0.02 0.19
H 0.231017 -1.907682 0.627545 -0.12 0.48 0.54 0.18
H -0.569350 -0.084537 1.820148 -0.11 -0.19 0.36 0.15
H -1.707871 -0.519647 0.545328 0.08 0.25 -0.16 0.15
H -1.153801 2.141489 0.658161 -0.58 -0.19 -0.25 0.14
```
Positions in Å, forces in eV/Å.

Calculated values
Kohn-Sham gap (eV): 11.21
E_tot (Ha): -248.81486
Charge: +1
Energy above the lowest of the compared OMol25 structures with the same formula, charge and spin (eV): 0.573
Structure (SMILES): C[NH2+]CC=O

***

[8]
Here is an isolated ion of composition C3H8NO and charge +1 from the Open Molecules 2025 dataset. Energies are from ωB97M-V/def2-TZVPD.

Geometry as XYZ:
```
13
Properties=species:S:1:pos:R:3:forces:R:3:lowdin_charge:R:1
C -0.724343 -1.428922 0.455052 1.08 1.77 4.44 0.00
C -0.099197 -0.012303 0.607390 -1.25 -1.19 -3.68 -0.22
N 1.211738 0.181101 -0.037385 3.90 -1.20 0.32 0.10
C -0.163550 0.862185 -0.650879 0.87 -3.13 -0.83 -0.22
O -0.215318 2.154291 -0.550445 -1.12 2.90 -0.99 0.08
H -1.689133 -1.355533 0.073558 -1.83 0.15 -0.34 0.07
H -0.715513 -1.774616 1.552796 -0.46 -0.12 -1.82 0.13
H -0.202860 -2.121224 -0.111351 1.42 -1.06 -1.19 0.06
H -0.265986 0.458613 1.542441 0.27 0.56 0.66 0.15
H 1.952960 0.664313 0.568535 -1.63 -0.26 -1.29 0.20
H 1.763257 -0.665203 -0.522552 -2.11 2.20 1.28 0.23
H -0.256758 0.241631 -1.657679 -0.31 1.78 2.03 0.21
H -0.595298 2.795667 -1.269482 1.20 -2.39 1.40 0.22
```
Positions in Å, forces in eV/Å.

Calculated values
Kohn-Sham gap (eV): 12.04
E_tot (Ha): -248.76822
Charge: +1
Energy above the lowest of the compared OMol25 structures with the same formula, charge and spin (eV): 1.842
Structure (SMILES): C[C@H]1[NH2+][C@@H]1O